Model a:
A cluster of 2 separate species, CH2IN2PS in total. Source: the Open Molecules 2025 dataset; level of theory: ωB97M-V with the def2-TZVPD basis set.

Last column: natural (NBO) charge in e.
Geometry (Å):
H -2.06 -3.25 0.05  -0.05
P -1.53 -2.19 0.94  0.70
N 0.01 -2.67 0.71  -0.57
N 1.00 -2.35 1.46  -0.27
C 2.12 -2.15 1.82  0.24
S 3.59 -1.67 2.27  -0.05
I 0.59 2.51 -0.26  -0.11
H 0.28 4.15 -0.09  0.11

The spin multiplicity is 1. The calculation puts the frontier orbital gap at 7.045 eV. The total charge is 0.

---

Model b:
The molecule CH2IN2PS. Source: the Open Molecules 2025 dataset; level of theory: ωB97M-V with the def2-TZVPD basis set.

Last column: natural (NBO) charge in e.
Geometry (Å):
S -3.82 0.06 0.28  -0.01
C -2.29 0.22 0.09  0.20
N -1.11 0.39 0.15  -0.34
N 0.03 0.53 -0.67  -0.79
P 1.40 0.11 -0.06  1.09
I 1.49 -2.34 0.19  -0.15
H 1.95 0.50 1.11  -0.04
H 2.36 0.52 -1.10  0.03

The spin multiplicity is 1. The calculation puts the frontier orbital gap at 7.817 eV. The total charge is 0.

---

Model c:
The molecule CH2IN2PS. Source: the Open Molecules 2025 dataset; level of theory: ωB97M-V with the def2-TZVPD basis set.

Last column: natural (NBO) charge in e.
Geometry (Å):
N 0.08 -0.48 1.39  -1.28
P 0.57 -0.03 0.02  1.49
I 2.90 0.49 0.19  -0.06
N -0.36 1.29 -0.24  -0.84
C -0.31 2.49 -0.14  0.26
S -0.32 4.03 0.00  0.11
H -0.91 -0.70 1.45  0.39
H 0.51 -0.64 -1.24  -0.06

The spin multiplicity is 1. The calculation puts the frontier orbital gap at 8.730 eV. The total charge is 0.

---

Quick look at relative energies in kcal/mol: model a 62.6; model b 45.8; model c 0.0.

---

Model a:
A structure of composition C41H45HgNP2. Source: the Open Molecules 2025 dataset; level of theory: ωB97M-V with the def2-TZVPD basis set.

Last column: Löwdin charge in e.
Geometry (Å):
Hg 0.15 -0.06 -2.60  1.27
C -0.17 2.10 -2.96  -0.39
C -1.05 2.47 -1.82  -0.36
C -2.55 2.26 -2.05  -0.19
C -2.95 1.09 -2.98  -0.17
C -2.02 -0.07 -3.17  -0.19
C -1.15 -0.29 -4.29  -0.25
C -0.60 0.82 -5.13  -0.21
C -0.62 2.21 -4.41  -0.21
C 0.94 -0.76 -0.77  -0.30
H 0.85 2.48 -2.87  0.06
H -0.90 3.51 -1.47  0.09
H -2.96 3.18 -2.50  0.12
H -3.09 2.15 -1.11  0.09
H -3.88 0.66 -2.56  0.12
H -3.27 1.48 -3.96  0.12
H -2.41 -0.98 -2.72  0.06
H -1.13 -1.29 -4.72  0.10
H -1.12 0.87 -6.10  0.12
H 0.45 0.59 -5.37  0.11
H 0.08 2.89 -4.94  0.12
H -1.63 2.63 -4.51  0.10
H 1.88 -1.20 -1.12  0.01
H 0.22 -1.50 -0.40  -0.08
H 1.13 -0.02 0.02  -0.03
P -0.25 1.77 -0.06  1.16
P -1.90 -2.47 -0.21  1.03
C -1.59 0.54 0.24  -0.27
C -2.09 -0.77 0.24  -0.32
C -0.40 2.63 1.57  -0.34
C -1.43 3.52 1.91  -0.10
C -1.43 4.16 3.16  -0.09
C -0.44 3.89 4.11  -0.07
C 0.55 2.94 3.80  -0.05
C 0.54 2.30 2.57  -0.08
C 1.60 2.34 -0.47  -0.24
C 2.50 1.71 -1.37  -0.15
C 3.65 2.33 -1.84  -0.07
C 4.05 3.55 -1.30  -0.07
C 3.22 4.18 -0.38  -0.06
C 2.00 3.60 0.00  -0.07
C -2.24 -3.65 1.04  -0.37
C -2.34 -3.20 2.38  -0.09
C -2.75 -4.09 3.37  -0.08
C -3.07 -5.42 3.05  -0.09
C -2.91 -5.88 1.73  -0.09
C -2.50 -5.02 0.72  -0.09
C -1.36 -3.26 -1.70  -0.41
C 0.00 -3.66 -1.73  -0.11
C 0.57 -4.15 -2.89  -0.07
C -0.19 -4.26 -4.06  -0.08
C -1.54 -3.92 -4.05  -0.10
C -2.15 -3.47 -2.88  -0.10
H -2.36 1.20 0.70  0.07
H -3.09 -0.79 0.75  0.08
H -2.23 3.73 1.21  0.10
H -2.20 4.89 3.40  0.10
H -0.43 4.41 5.07  0.11
H 1.34 2.73 4.53  0.12
H 1.27 1.53 2.38  0.07
H 2.32 0.71 -1.79  0.03
H 4.25 1.85 -2.63  0.11
H 5.00 3.99 -1.59  0.11
H 3.52 5.13 0.06  0.11
H 1.35 4.14 0.68  0.10
H -2.10 -2.17 2.61  0.10
H -2.82 -3.75 4.41  0.11
H -3.43 -6.10 3.82  0.10
H -3.11 -6.93 1.50  0.10
H -2.38 -5.37 -0.31  0.10
H 0.60 -3.52 -0.84  0.11
H 1.63 -4.43 -2.89  0.11
H 0.28 -4.62 -4.98  0.11
H -2.13 -4.02 -4.97  0.11
H -3.23 -3.27 -2.85  0.11
C 4.61 0.68 2.08  -0.09
C 3.85 0.23 3.26  -0.44
C 4.39 -0.10 4.56  -0.12
C 3.28 -0.46 5.35  -0.12
C 2.13 -0.34 4.50  -0.45
C 0.72 -0.57 4.86  -0.10
N 2.51 0.07 3.26  0.02
H 5.28 -0.11 1.72  0.06
H 5.22 1.56 2.32  0.06
H 3.91 0.96 1.27  0.04
H 5.43 -0.06 4.82  0.06
H 3.24 -0.77 6.39  0.06
H 0.66 -1.28 5.70  0.07
H 0.22 0.37 5.15  0.05
H 0.18 -0.99 4.00  0.05

The spin multiplicity is 1. The calculation puts the frontier orbital gap at 3.132 eV. The total charge is 0.

---

Model b:
A structure of composition C41H45HgNP2. Source: the Open Molecules 2025 dataset; level of theory: ωB97M-V with the def2-TZVPD basis set.

Last column: Löwdin charge in e.
Geometry (Å):
Hg -2.18 0.89 -2.21  1.26
C -0.47 1.86 -3.21  -0.40
C 0.48 2.13 -2.08  -0.36
C 0.06 3.39 -1.29  -0.20
C -1.41 3.89 -1.24  -0.16
C -2.56 2.95 -1.50  -0.23
C -3.15 2.70 -2.80  -0.27
C -2.47 3.32 -4.03  -0.20
C -0.92 3.08 -4.04  -0.21
C -1.59 -0.73 -1.02  -0.29
H -0.25 0.99 -3.84  0.06
H 1.47 2.32 -2.57  0.11
H 0.66 4.22 -1.69  0.11
H 0.41 3.27 -0.26  0.07
H -1.54 4.27 -0.21  0.12
H -1.54 4.75 -1.90  0.12
H -3.27 2.89 -0.66  0.07
H -4.23 2.47 -2.86  0.11
H -2.69 4.40 -4.07  0.11
H -2.93 2.94 -4.96  0.11
H -0.58 2.93 -5.09  0.11
H -0.41 4.01 -3.73  0.10
H -2.19 -1.59 -1.36  0.00
H -1.88 -0.46 0.00  -0.10
H -0.53 -0.95 -0.93  -0.04
P 1.26 0.76 -0.82  1.18
P -1.91 0.11 2.25  1.06
C 0.48 1.10 0.84  -0.24
C -0.75 1.29 1.50  -0.28
C 2.95 0.87 -0.13  -0.39
C 3.70 2.03 0.07  -0.09
C 4.96 1.91 0.68  -0.08
C 5.44 0.65 1.06  -0.07
C 4.69 -0.52 0.83  -0.04
C 3.45 -0.39 0.25  -0.11
C 1.82 -0.36 -2.26  -0.26
C 0.96 -1.21 -2.98  -0.12
C 1.39 -1.91 -4.11  -0.07
C 2.70 -1.75 -4.59  -0.07
C 3.61 -1.00 -3.84  -0.06
C 3.16 -0.29 -2.73  -0.07
C -2.17 0.06 4.01  -0.38
C -1.04 -0.14 4.85  -0.09
C -1.23 -0.55 6.17  -0.08
C -2.52 -0.73 6.68  -0.08
C -3.63 -0.43 5.89  -0.09
C -3.47 -0.03 4.56  -0.09
C -3.58 0.19 1.50  -0.41
C -4.07 -1.03 0.96  -0.12
C -5.13 -1.05 0.06  -0.08
C -5.83 0.14 -0.19  -0.09
C -5.46 1.33 0.46  -0.10
C -4.31 1.36 1.26  -0.12
H 1.33 1.45 1.49  0.10
H -0.81 2.25 2.05  0.08
H 3.31 3.01 -0.23  0.11
H 5.57 2.80 0.86  0.10
H 6.42 0.55 1.54  0.11
H 5.05 -1.52 1.10  0.12
H 2.82 -1.27 0.05  0.07
H -0.06 -1.32 -2.66  0.06
H 0.70 -2.56 -4.65  0.11
H 3.00 -2.18 -5.55  0.11
H 4.66 -0.93 -4.15  0.11
H 3.90 0.33 -2.21  0.11
H -0.04 0.00 4.41  0.10
H -0.36 -0.73 6.80  0.11
H -2.64 -1.09 7.70  0.11
H -4.63 -0.53 6.31  0.10
H -4.35 0.21 3.95  0.10
H -3.55 -1.96 1.18  0.11
H -5.41 -1.98 -0.45  0.11
H -6.67 0.13 -0.89  0.10
H -6.03 2.24 0.27  0.11
H -3.95 2.31 1.66  0.11
C 2.28 -4.34 -1.39  -0.09
C 2.55 -4.27 0.05  -0.43
C 3.02 -5.35 0.88  -0.12
C 3.13 -4.84 2.18  -0.12
C 2.72 -3.46 2.10  -0.44
C 2.65 -2.52 3.23  -0.10
N 2.39 -3.15 0.81  0.03
H 1.44 -5.02 -1.59  0.07
H 3.16 -4.73 -1.93  0.07
H 2.04 -3.35 -1.81  0.04
H 3.23 -6.34 0.50  0.06
H 3.44 -5.31 3.10  0.06
H 2.64 -3.10 4.17  0.07
H 3.54 -1.85 3.26  0.05
H 1.75 -1.89 3.19  0.05

The spin multiplicity is 1. The calculation puts the frontier orbital gap (spin up / spin down) at 2.601 / 2.601 eV. The total charge is 0.

---

Quick look at relative energies in kcal/mol: model a 0.0; model b 5.3.

---

Model a:
The molecule C22H32N2O4. Source: the Open Molecules 2025 dataset; level of theory: ωB97M-V with the def2-TZVPD basis set.

Last column: natural (NBO) charge in e.
Geometry (Å):
C -7.45 -1.12 -1.27  -0.61
C -6.39 -1.77 -0.39  -0.21
N -5.59 -0.76 0.30  -0.46
C -5.12 -1.19 1.60  -0.21
C -6.20 -1.02 2.66  -0.61
C -4.53 -0.21 -0.54  -0.22
C -4.27 1.26 -0.18  -0.41
C -3.35 1.95 -1.18  -0.23
N -2.01 1.41 -1.17  -0.61
C -0.96 2.07 -0.63  0.63
O -1.05 3.20 -0.16  -0.63
C 0.29 1.31 -0.67  0.16
O 0.26 0.03 -1.18  -0.43
C 1.52 -0.44 -1.10  0.26
C 1.96 -1.69 -1.53  -0.22
C 3.29 -1.97 -1.36  -0.24
C 4.17 -1.04 -0.77  0.30
C 3.74 0.21 -0.36  -0.14
C 2.38 0.51 -0.53  -0.03
C 1.55 1.65 -0.26  -0.02
C 1.95 2.96 0.33  -0.67
C 4.70 1.21 0.24  0.08
O 4.43 1.51 1.59  -0.72
C 6.15 0.75 0.02  -0.45
C 6.33 -0.77 0.21  0.27
C 6.04 -1.22 1.64  -0.65
C 7.75 -1.17 -0.19  -0.61
O 5.46 -1.47 -0.69  -0.51
H -7.00 -0.54 -2.07  0.20
H -8.07 -0.46 -0.67  0.21
H -8.08 -1.89 -1.71  0.21
H -5.76 -2.44 -0.99  0.16
H -6.89 -2.38 0.37  0.19
H -4.26 -0.58 1.88  0.19
H -4.78 -2.24 1.59  0.17
H -6.52 0.02 2.68  0.21
H -5.81 -1.28 3.64  0.21
H -7.06 -1.64 2.45  0.20
H -4.86 -0.25 -1.58  0.19
H -3.60 -0.79 -0.45  0.16
H -5.23 1.78 -0.16  0.22
H -3.83 1.33 0.82  0.20
H -3.76 1.87 -2.19  0.19
H -3.25 3.01 -0.92  0.24
H -1.87 0.47 -1.50  0.41
H 1.28 -2.39 -1.98  0.23
H 3.71 -2.91 -1.67  0.23
H 1.06 3.52 0.61  0.26
H 2.60 2.81 1.19  0.25
H 2.50 3.54 -0.41  0.22
H 4.57 2.17 -0.27  0.20
H 4.45 0.69 2.11  0.47
H 6.44 0.99 -1.01  0.22
H 6.81 1.29 0.70  0.23
H 6.41 -2.24 1.78  0.22
H 4.97 -1.24 1.83  0.21
H 6.53 -0.57 2.36  0.22
H 8.47 -0.73 0.49  0.21
H 7.97 -0.84 -1.20  0.22
H 7.84 -2.26 -0.15  0.22

The spin multiplicity is 1. The calculation puts the frontier orbital gap at 8.777 eV. The total charge is 0.

---

Model b:
The molecule C22H32N2O4. Source: the Open Molecules 2025 dataset; level of theory: ωB97M-V with the def2-TZVPD basis set.

Last column: natural (NBO) charge in e.
Geometry (Å):
C -3.48 -4.43 0.09  -0.25
O -3.43 -3.08 -0.31  -0.50
C -2.25 -2.40 -0.21  0.24
C -1.07 -2.96 0.27  -0.29
C 0.10 -2.23 0.34  -0.19
C 0.12 -0.91 -0.08  -0.15
C 1.33 -0.04 0.03  0.67
O 1.24 1.14 0.31  -0.63
N 2.51 -0.66 -0.20  -0.60
C 3.78 0.03 -0.17  -0.07
C 4.76 -0.69 0.76  -0.41
C 5.71 0.27 1.47  -0.39
C 6.80 0.85 0.57  -0.39
C 6.29 1.54 -0.70  -0.41
C 5.77 0.55 -1.74  -0.40
C 4.29 0.20 -1.61  -0.40
C -1.05 -0.34 -0.55  -0.22
C -2.24 -1.05 -0.61  0.33
O -3.31 -0.37 -1.13  -0.53
C -4.59 -0.50 -0.53  0.10
C -5.45 0.60 -1.19  -0.42
C -5.52 1.84 -0.30  -0.23
N -4.26 2.07 0.36  -0.45
C -3.53 3.18 0.07  0.69
C -2.24 3.36 0.84  -0.72
O -3.92 4.00 -0.74  -0.64
C -3.86 1.05 1.31  -0.22
C -4.54 -0.28 0.98  -0.44
H -4.51 -4.75 -0.08  0.20
H -2.80 -5.05 -0.50  0.18
H -3.24 -4.54 1.16  0.18
H -1.06 -3.99 0.60  0.22
H 0.98 -2.70 0.75  0.21
H 2.50 -1.61 -0.52  0.39
H 3.55 1.02 0.25  0.23
H 4.17 -1.20 1.53  0.22
H 5.32 -1.45 0.21  0.20
H 6.19 -0.25 2.30  0.21
H 5.12 1.09 1.89  0.20
H 7.38 1.57 1.16  0.21
H 7.49 0.05 0.28  0.19
H 5.52 2.26 -0.44  0.20
H 7.13 2.10 -1.13  0.21
H 5.92 0.97 -2.74  0.21
H 6.37 -0.36 -1.69  0.19
H 3.69 0.98 -2.08  0.21
H 4.10 -0.73 -2.15  0.20
H -1.05 0.69 -0.87  0.24
H -5.01 -1.49 -0.75  0.20
H -6.46 0.23 -1.38  0.21
H -4.98 0.84 -2.14  0.23
H -5.73 2.73 -0.91  0.26
H -6.31 1.74 0.45  0.18
H -2.42 3.29 1.91  0.22
H -1.85 4.34 0.61  0.24
H -1.50 2.61 0.56  0.24
H -2.77 0.91 1.25  0.22
H -4.11 1.35 2.33  0.19
H -5.56 -0.30 1.36  0.21
H -3.99 -1.09 1.46  0.22

The spin multiplicity is 1. The calculation puts the frontier orbital gap at 9.026 eV. The total charge is 0.

---

Quick look at relative energies in kcal/mol: model a 4.3; model b 0.0.